{"formula": "C4H8O2", "method": "ωB97M-V/def2-TZVPD", "lumo_energy_ev": 0.97, "max_force_ev_per_a": 0.31, "smiles": "C=C[C@@]1(O)CO1.[H][H]", "charge": 0, "species": ["C", "C", "C", "O", "C", "O", "H", "H", "H", "H", "H", "H", "H", "H"], "coordinates": [[0.06, 0.76, 2.06], [-0.03, 1.11, 0.78], [0.42, 0.24, -0.34], [0.85, -1.00, 0.09], [-0.11, 0.42, -1.69], [1.21, 0.85, -1.33], [0.46, -0.20, 2.36], [-0.28, 1.43, 2.85], [-0.43, 2.07, 0.48], [1.46, -1.33, -0.59], [-0.15, -0.45, -2.36], [-0.82, 1.21, -1.93], [-1.87, -2.83, -0.26], [-1.25, -2.43, -0.19]], "nbo_charge": [-0.36, -0.23, 0.43, -0.70, -0.14, -0.49, 0.21, 0.20, 0.21, 0.49, 0.19, 0.19, -0.01, 0.01]}